No. 1
A cluster of 2 separate species, C12H6F3N4O4S in total in a non-equilibrium geometry, computed with wB97M-V/def2-TZVPD.

Its total charge is -1. The total energy is -45674.075 eV. The calculation puts the relative energy (zero: lowest compared OMol25 entry of this formula, charge and spin) at 82.5 kJ/mol. The calculation puts the HOMO-LUMO gap at 3.7142 eV.

XYZ file:
```
30
C12H6F3N4O4S, DFT wB97M-V/def2-TZVPD
F 2.879 0.073 -4.387
C 2.609 0.749 -3.230
F 3.748 1.424 -2.887
F 1.661 1.696 -3.532
C 2.138 -0.158 -2.137
C 2.373 0.208 -0.810
C 1.925 -0.615 0.203
C 1.217 -1.817 -0.094
S 0.667 -2.795 1.128
C 0.995 -2.151 -1.465
C 1.448 -1.326 -2.474
H 2.914 1.128 -0.590
H 2.108 -0.358 1.244
H 0.455 -3.067 -1.697
H 1.285 -1.576 -3.521
O -3.008 -2.512 1.845
N -2.715 -1.812 0.848
C -2.258 -0.469 1.061
C -2.033 -0.004 2.354
C -1.608 1.305 2.407
N -1.328 2.117 3.497
O -1.362 1.933 4.699
O -0.936 3.388 2.973
N -0.972 3.377 1.559
C -1.386 2.116 1.233
N -1.582 1.635 0.004
C -2.031 0.386 -0.073
O -2.789 -2.245 -0.327
H -2.182 -0.609 3.241
H -2.231 -0.021 -1.068
```

=====

No. 2
The ion C4H10NO with charge +1 in a non-equilibrium geometry, computed with wB97M-V/def2-TZVPD.

Its total charge is +1. The total energy is -7840.642 eV. The calculation puts the relative energy (zero: lowest compared OMol25 entry of this formula, charge and spin) at 65.2 kJ/mol. The calculation puts the HOMO-LUMO gap at 11.2510 eV. As for the SMILES: CC(=O)[C@@H](C)[NH3+].

XYZ file:
```
16
C4H10NO, DFT wB97M-V/def2-TZVPD
C 1.752 1.509 0.509
C 0.797 1.107 -0.511
O 0.441 1.610 -1.532
C -0.116 -0.491 -0.227
C -0.961 -0.480 1.012
N -0.892 -0.519 -1.481
H 1.492 1.123 1.490
H 2.729 1.100 0.237
H 1.845 2.595 0.529
H 0.655 -1.255 -0.215
H -1.697 0.319 0.991
H -0.334 -0.345 1.889
H -1.471 -1.434 1.129
H -0.666 0.439 -1.933
H -1.901 -0.591 -1.324
H -0.603 -1.252 -2.136
```

=====

No. 3
A cluster of 2 separate species, C3H5IO in total in a non-equilibrium geometry, computed with wB97M-V/def2-TZVPD.

Its total charge is 0. The total energy is -13336.063 eV. The calculation puts the relative energy (zero: lowest compared OMol25 entry of this formula, charge and spin) at 319.4 kJ/mol. The calculation puts the HOMO-LUMO gap at 9.1659 eV.

XYZ file:
```
10
C3H5IO, DFT wB97M-V/def2-TZVPD
C -1.050 -1.301 0.404
C -0.905 0.004 0.350
C 0.847 1.077 -0.458
O 1.878 0.493 0.243
I 0.977 0.546 -2.501
H -1.871 -1.793 0.855
H -0.372 -2.056 0.080
H -1.503 0.813 0.413
H 0.613 2.113 -0.396
H 1.387 0.104 1.010
```

=====

No. 4
A structure of composition C23H35OPtS in a non-equilibrium geometry, computed with wB97M-V/def2-TZVPD.

Its total charge is +1. The total energy is -40533.253 eV. The calculation puts the relative energy (zero: lowest compared OMol25 entry of this formula, charge and spin) at 269.9 kJ/mol. The calculation puts the HOMO-LUMO gap (spin up / spin down) at 6.8972 / 5.7301 eV. The multiplicity is 5.

XYZ file:
```
61
C23H35OPtS, DFT wB97M-V/def2-TZVPD
C 1.526 -1.952 0.872
C 2.019 -1.388 -0.311
C 1.075 -1.503 -1.349
C -0.134 -2.127 -0.829
C 0.152 -2.408 0.661
Pt -1.118 -0.809 0.444
C -2.582 1.474 -1.093
C -2.354 0.973 0.273
H -2.012 1.704 1.025
C -3.056 -0.220 0.723
H -3.798 -0.581 0.003
H -3.344 -0.205 1.778
C -2.987 2.938 -1.321
H -2.475 3.641 -0.631
H -2.726 3.300 -2.334
H -4.067 2.995 -1.165
C -2.598 0.492 -2.258
H -1.819 -0.302 -2.140
H -3.588 0.038 -2.289
H -2.370 0.972 -3.230
C 3.402 -0.850 -0.455
H 3.685 -0.254 0.422
H 4.136 -1.664 -0.546
H 3.500 -0.219 -1.342
C 1.284 -1.130 -2.763
H 1.693 -0.115 -2.860
H 1.989 -1.816 -3.258
H 0.340 -1.163 -3.319
C -1.047 -2.995 -1.620
H -1.195 -2.572 -2.621
H -0.637 -4.008 -1.731
H -2.020 -3.048 -1.122
C -0.418 -3.584 1.367
H -1.469 -3.707 1.093
H 0.138 -4.501 1.127
H -0.365 -3.418 2.451
C 2.307 -2.227 2.094
H 1.641 -2.438 2.937
H 2.967 -3.100 1.962
H 2.948 -1.377 2.364
C 1.380 2.091 -0.896
C 0.119 2.039 -1.435
C 2.632 2.458 -1.177
C 0.187 2.423 -2.803
H -1.145 1.701 -1.192
C 2.641 2.808 -2.578
H 3.354 2.415 -0.379
C 1.449 2.776 -3.340
H -0.684 2.439 -3.470
H 3.607 3.113 -3.014
H 1.490 3.059 -4.412
C -0.429 2.181 3.713
S 0.481 0.640 3.691
C 0.140 0.055 5.354
O -0.319 -0.282 2.794
H -0.156 2.728 4.622
H -1.501 1.953 3.683
H -0.119 2.750 2.828
H -0.924 -0.202 5.415
H 0.763 -0.831 5.520
H 0.412 0.840 6.066
```

=====

No. 5
An isolated molecule of C22H20N4O in a non-equilibrium geometry, computed with wB97M-V/def2-TZVPD.

Its total charge is 0. The total energy is -31143.332 eV. The calculation puts the relative energy (zero: lowest compared OMol25 entry of this formula, charge and spin) at 345.6 kJ/mol. The calculation puts the HOMO-LUMO gap at 7.2134 eV. As for the SMILES: C(=C\c1cc2cc(C3=NCCN3)ccc2o1)/c1ccc(C2=NCCN2)cc1.

XYZ file:
```
47
C22H20N4O, DFT wB97M-V/def2-TZVPD
C 0.496 -1.395 1.013
C -0.053 -0.158 1.315
C -1.247 0.425 0.762
C -2.076 -0.164 -0.115
C -3.167 0.800 -0.274
C -4.292 0.847 -1.083
C -5.108 1.930 -1.167
C -6.213 1.954 -2.166
N -6.768 0.809 -2.535
C -7.929 1.120 -3.434
C -7.977 2.583 -3.640
N -6.871 3.064 -2.691
C -4.899 3.049 -0.392
C -3.845 2.895 0.565
C -2.935 1.851 0.551
O -1.701 1.674 1.190
C 1.608 -2.011 1.638
C 2.424 -1.221 2.451
C 3.569 -1.872 2.978
C 3.956 -3.148 2.573
C 5.356 -3.680 2.743
N 6.172 -3.088 3.492
C 7.544 -3.718 3.395
C 7.358 -4.778 2.356
N 5.938 -4.716 2.014
C 3.140 -3.907 1.747
C 1.913 -3.377 1.357
H -0.073 -1.975 0.277
H 0.417 0.506 1.927
H -1.983 -1.120 -0.653
H -4.527 0.062 -1.673
H -8.007 0.634 -4.428
H -8.896 0.735 -2.949
H -8.918 3.073 -3.382
H -7.575 2.816 -4.634
H -6.808 4.009 -2.240
H -5.487 3.960 -0.446
H -3.676 3.703 1.223
H 2.269 -0.136 2.620
H 4.245 -1.277 3.538
H 7.820 -4.268 4.319
H 8.343 -3.073 3.256
H 8.028 -4.570 1.478
H 7.650 -5.730 2.766
H 5.569 -5.277 1.217
H 3.294 -4.900 1.346
H 1.159 -4.125 0.904
```

=====

No. 6
An isolated molecule of C4H4N2O in a non-equilibrium geometry, computed with wB97M-V/def2-TZVPD.

Its total charge is 0. The total energy is -9235.730 eV. The calculation puts the relative energy (zero: lowest compared OMol25 entry of this formula, charge and spin) at 459.0 kJ/mol. The calculation puts the HOMO-LUMO gap at 9.2349 eV. As for the SMILES: C#C/C=N\NC=O.

XYZ file:
```
11
C4H4N2O, DFT wB97M-V/def2-TZVPD
C 0.194 2.630 1.286
C 0.595 2.136 0.121
C 0.996 0.926 -0.790
N 0.453 -0.236 -0.718
N -0.296 -0.561 0.312
C -0.992 -1.754 0.205
O -0.697 -2.595 -0.599
H 0.224 3.297 2.232
H 1.906 1.173 -1.525
H -0.586 0.104 1.090
H -1.819 -1.868 0.907
```

=====

No. 7
A cluster of 2 separate species, C12H12NSe in total in a non-equilibrium geometry, computed with wB97M-V/def2-TZVPD.

Its total charge is +1. The total energy is -79461.187 eV. The calculation puts the HOMO-LUMO gap (spin up / spin down) at 4.7007 / 4.4657 eV. The multiplicity is 3.

XYZ file:
```
26
C12H12NSe, DFT wB97M-V/def2-TZVPD
C -3.250 -1.700 0.204
C -1.930 -1.594 0.593
C -3.990 -0.571 -0.096
C 3.704 -0.562 0.769
C 3.144 0.578 1.392
C 3.187 -1.026 -0.459
C -1.267 -0.388 0.539
C -3.352 0.646 -0.141
C 2.132 1.189 0.743
C 2.110 -0.320 -1.073
C -1.992 0.736 0.105
C 0.067 1.782 -1.251
N 1.633 0.804 -0.458
Se -1.024 2.395 0.014
H -3.592 -2.690 0.434
H -1.515 -2.524 0.881
H -5.063 -0.660 -0.540
H 4.501 -1.166 1.191
H 3.492 1.034 2.332
H 3.443 -1.918 -0.995
H -0.302 -0.112 0.863
H -3.938 1.544 -0.493
H 1.639 2.182 1.131
H 1.689 -0.721 -1.980
H -0.196 0.830 -1.782
H 0.670 2.230 -1.922
```

=====

No. 8
A cluster of 2 separate species, C4H6N2O in total in a non-equilibrium geometry, computed with wB97M-V/def2-TZVPD.

Its total charge is 0. The total energy is -9269.448 eV. The calculation puts the relative energy (zero: lowest compared OMol25 entry of this formula, charge and spin) at 391.1 kJ/mol. The calculation puts the HOMO-LUMO gap at 9.8316 eV. As for the SMILES: [H]/N=C/OC=C.C#N.

XYZ file:
```
13
C4H6N2O, DFT wB97M-V/def2-TZVPD
H 2.251 -1.983 -1.926
N 1.526 -1.447 -1.457
C 1.675 -1.528 -0.210
O 0.846 -0.945 0.672
C 0.025 0.073 0.275
C -0.875 0.452 1.193
H 2.446 -2.044 0.364
H 0.171 0.374 -0.766
H -1.271 -0.295 1.864
H -1.131 1.456 1.468
C -1.859 1.929 -0.466
N -3.012 1.930 -0.442
H -0.792 2.029 -0.569
```

=====

No. 9
A structure of composition C3H4N2O, computed with wB97M-V/def2-TZVPD.

Its total charge is 0. The total energy is -8200.123 eV. The calculation puts the relative energy (zero: lowest compared OMol25 entry of this formula, charge and spin) at 363.1 kJ/mol. The calculation puts the HOMO-LUMO gap at 10.1113 eV.

XYZ file:
```
10
C3H4N2O, DFT wB97M-V/def2-TZVPD
O 1.868 -0.147 0.683
C 0.681 0.052 0.063
N 0.082 -1.086 -0.740
C -1.076 -0.707 -0.336
C -0.673 0.520 0.459
N 0.265 1.324 -0.372
H 1.955 -1.103 0.803
H -2.026 -1.196 -0.550
H -1.102 0.960 1.350
H 0.025 1.383 -1.361
```

=====

No. 10
A structure of composition C7H12N2 in a non-equilibrium geometry, computed with wB97M-V/def2-TZVPD.

Its total charge is 0. The total energy is -10428.315 eV. The calculation puts the relative energy (zero: lowest compared OMol25 entry of this formula, charge and spin) at 498.1 kJ/mol. The calculation puts the HOMO-LUMO gap (spin up / spin down) at 8.2660 / 8.2644 eV.

XYZ file:
```
21
C7H12N2, DFT wB97M-V/def2-TZVPD
C 0.852 -1.241 0.017
C 1.045 -0.946 1.479
C -1.976 -2.332 -0.575
N -1.273 -2.410 0.381
H 1.616 -0.772 -0.601
H 0.881 -2.290 -0.245
H -1.599 -1.325 -1.497
H -2.946 -2.705 -0.878
H 1.041 0.124 1.685
H 2.018 -1.326 1.807
H 0.272 -1.424 2.080
C -0.788 2.167 0.387
C 0.193 1.429 -0.484
C 1.409 1.877 -0.786
C -0.299 0.137 -0.960
N -1.144 -0.175 -1.766
H -1.077 1.557 1.245
H -0.354 3.098 0.751
H -1.697 2.383 -0.177
H 1.747 2.840 -0.427
H 2.079 1.334 -1.436
```

=====

No. 11
An isolated molecule of C6H12O in a non-equilibrium geometry, computed with wB97M-V/def2-TZVPD.

Its total charge is 0. The total energy is -8462.027 eV. The calculation puts the relative energy (zero: lowest compared OMol25 entry of this formula, charge and spin) at 224.5 kJ/mol. The calculation puts the HOMO-LUMO gap at 10.7266 eV. As for the SMILES: CC(C)CCC=O.

XYZ file:
```
19
C6H12O, DFT wB97M-V/def2-TZVPD
C -0.573 -1.599 1.046
C 0.097 -0.379 0.637
C 1.367 -0.062 1.388
C 0.198 -0.291 -0.943
C 0.156 1.150 -1.554
C -1.168 1.766 -1.168
O -1.242 2.953 -0.750
H -0.440 -2.573 0.525
H -0.421 -1.838 2.041
H -1.671 -1.382 0.956
H -0.518 0.530 0.767
H 0.942 0.205 2.393
H 2.003 0.705 0.779
H 1.961 -0.992 1.548
H 1.142 -0.834 -1.170
H -0.667 -0.801 -1.341
H -0.143 0.867 -2.519
H 1.087 1.591 -1.243
H -2.111 0.985 -1.392
```

=====

No. 12
An isolated molecule of C5H9N in a non-equilibrium geometry, computed with wB97M-V/def2-TZVPD.

Its total charge is 0. The total energy is -6819.083 eV. The calculation puts the relative energy (zero: lowest compared OMol25 entry of this formula, charge and spin) at 184.5 kJ/mol. The calculation puts the HOMO-LUMO gap at 9.9269 eV. As for the SMILES: C=NC(=C)CC.

XYZ file:
```
15
C5H9N, DFT wB97M-V/def2-TZVPD
C -2.249 0.842 -0.925
N -1.549 -0.197 -0.798
C -0.144 -0.149 -0.507
C 0.595 0.612 -1.317
C 0.156 -0.718 0.834
C 1.574 -0.589 1.377
H -3.210 0.675 -1.427
H -1.990 1.885 -0.753
H 1.676 0.698 -1.314
H 0.072 1.190 -2.076
H -0.691 -0.533 1.516
H -0.098 -1.801 0.808
H 2.096 0.269 0.995
H 1.651 -0.661 2.458
H 2.113 -1.523 1.131
```